[1]
A 2-piece molecular cluster, C4H6N2O6 overall. Source: the Open Molecules 2025 dataset; level of theory: the ωB97M-V functional and the def2-TZVPD basis.

Each line ends with the Löwdin charge.
Element x y z (Å)
C: -0.6049 -0.7797 -0.0211  -0.48
C: -1.3956 -1.6116 -1.0126  0.06
C: 1.3045 1.8706 0.6132  0.22
C: 1.6017 -0.3011 0.6937  -0.19
N: 1.4003 -0.4503 2.1328  -0.34
N: 2.9361 -0.1301 0.1547  -0.40
O: 1.9707 0.3111 2.8480  0.12
O: 3.8727 0.1029 0.8579  0.12
O: -1.0654 0.0075 0.7323  0.14
O: 0.6384 -1.3276 2.4981  0.12
O: 2.9809 -0.3485 -1.0127  0.12
O: 0.7393 -1.0349 -0.0589  0.09
H: -2.0279 -2.1906 -0.4934  0.05
H: -1.9346 -0.8373 -1.5987  0.11
H: -0.6306 -2.1345 -1.6695  0.12
H: 1.4673 2.1888 -0.4683  0.09
H: 0.3905 1.7731 0.9996  -0.02
H: 2.2635 2.1239 1.0793  0.06

Calculated values
Energy above the lowest of the compared OMol25 structures with the same formula, charge and spin in kcal per mole: 78.5
Orbital gap in eV: 9.425
F_max in eV Å⁻¹: 6.6

[2]
A 6-piece molecular cluster, C47H70BF3N2O17S5 overall. Source: the Open Molecules 2025 dataset; level of theory: the ωB97M-V functional and the def2-TZVPD basis.

Each line ends with the Löwdin charge.
Element x y z (Å)
C: -0.2940 -7.5427 0.2860  -0.07
C: 1.0849 -7.0045 -0.2918  -0.20
O: 0.8484 -6.4093 -1.5885  -0.06
C: 0.8209 -5.0280 -1.5544  -0.12
C: 1.2425 -4.3724 -2.6891  0.00
C: 1.7522 -5.1973 -3.8777  -0.11
C: 1.1818 -5.1989 -5.2273  0.00
C: 1.7746 -6.0228 -6.2526  -0.16
N: 2.8256 -6.8981 -6.2000  0.05
C: 3.3242 -6.8578 -4.9242  -0.16
C: 2.9142 -6.0879 -3.7772  -0.01
C: 1.2251 -2.8039 -2.7343  -0.22
O: 0.9741 -2.1816 -3.7403  0.11
C: 1.5184 -2.1256 -1.3534  0.04
C: 1.0867 -2.8316 -0.1326  -0.06
C: 1.3793 -2.2495 1.1507  0.05
C: 2.0896 -0.8983 1.3024  -0.09
C: 2.3328 -0.3539 2.7915  -0.10
C: 3.8452 -0.0824 3.1659  -0.09
C: 4.8627 -1.0481 2.5115  -0.16
F: 5.6641 -0.5379 1.4955  0.04
C: 5.0807 -2.3306 2.8470  -0.24
F: 6.0702 -3.0326 2.2199  0.10
F: 4.3893 -2.9765 3.8242  0.10
C: 2.5157 -0.2095 0.0908  -0.06
C: 3.2593 1.1556 0.1432  0.00
B: 2.1741 2.2751 0.6279  -0.56
O: 0.7788 2.1381 0.3655  0.10
O: 2.6086 3.4109 1.3670  0.09
C: 2.2203 -0.8434 -1.2284  -0.12
O: 2.6376 -0.2522 -2.4014  -0.08
C: 1.7980 0.8643 -2.7780  -0.15
C: 1.7741 1.0645 -4.3359  -0.19
N: 2.8899 1.8421 -4.8952  -0.07
C: 4.2148 1.2410 -4.6442  -0.19
C: 4.3759 -0.2449 -5.1295  -0.38
C: 4.7271 -0.3964 -6.6686  -0.05
O: 5.5181 -0.7814 -4.4005  -0.08
C: 0.3330 -4.1814 -0.3298  -0.24
O: -0.5530 -4.5112 0.4267  0.11
H: -1.1469 -7.1582 -0.3314  0.08
H: -0.4093 -7.1703 1.3398  0.07
H: -0.3195 -8.6621 0.2342  0.07
H: 1.7240 -7.9203 -0.4626  0.13
H: 1.6580 -6.3600 0.4203  0.13
H: 0.2955 -4.5648 -5.4578  0.11
H: 1.3026 -5.9428 -7.2718  0.11
H: 4.2006 -7.5449 -4.7588  0.11
H: 3.4737 -6.1693 -2.8169  0.12
H: 1.0841 -2.7972 2.0796  0.10
H: 1.7929 0.6395 2.8571  0.11
H: 1.8100 -1.0506 3.5050  0.11
H: 4.1115 0.9994 3.0097  0.12
H: 3.9321 -0.2377 4.2828  0.13
H: 4.0856 1.1940 0.8965  0.09
H: 3.6852 1.4424 -0.8624  0.12
H: 0.3914 1.5211 1.0203  0.11
H: 2.3131 3.2242 2.2921  0.07
H: 0.7465 0.5819 -2.4781  0.12
H: 2.0187 1.8273 -2.2465  0.12
H: 1.6322 0.0760 -4.8581  0.11
H: 0.8381 1.6501 -4.5642  0.10
H: 2.8800 2.8129 -4.5736  0.11
H: 5.0193 1.8391 -5.1710  0.12
H: 4.4732 1.2709 -3.5467  0.11
H: 3.5243 -0.9227 -4.8810  0.12
H: 5.4272 -1.2804 -6.7401  0.08
H: 3.8376 -0.6509 -7.2990  0.08
H: 5.2599 0.5352 -6.9860  0.08
H: 6.3329 -0.6051 -4.8979  0.08
O: -1.1247 -0.1463 4.9893  -0.33
S: -1.4238 -0.9829 3.8484  0.65
O: -0.9762 -0.6521 2.5205  -0.31
C: -0.9310 -2.6550 4.2306  -0.23
C: -2.1608 -3.2642 4.8970  -0.21
C: -3.3607 -2.7931 4.0682  -0.20
C: -3.1882 -1.2904 3.8225  -0.21
H: -0.0524 -2.6464 4.8748  0.11
H: -0.7030 -3.1583 3.2893  0.09
H: -2.0964 -4.3521 4.9354  0.12
H: -2.2532 -2.8942 5.9225  0.12
H: -3.3724 -3.3239 3.1123  0.12
H: -4.3061 -3.0024 4.5703  0.12
H: -3.5917 -0.9910 2.8563  0.11
H: -3.6476 -0.6996 4.6159  0.09
O: 2.1240 5.8704 4.0697  -0.30
S: 0.8702 5.2013 3.8352  0.69
O: 0.7986 3.8005 3.4799  -0.33
C: -0.2021 5.4985 5.2323  -0.23
C: -0.9263 6.7931 4.8825  -0.22
C: -1.3087 6.6690 3.4045  -0.22
C: -0.0763 6.1576 2.6527  -0.21
H: 0.3887 5.5685 6.1441  0.11
H: -0.9010 4.6628 5.2997  0.11
H: -1.8010 6.9461 5.5158  0.12
H: -0.2558 7.6460 5.0202  0.12
H: -2.1280 5.9519 3.2998  0.12
H: -1.6523 7.6199 2.9950  0.12
H: -0.3514 5.5208 1.8129  0.10
H: 0.5506 6.9790 2.3062  0.11
O: 0.4927 4.1890 -2.3723  -0.31
S: -0.7633 3.5163 -2.6080  0.68
O: -0.8306 2.1219 -2.9762  -0.33
C: -1.8282 3.7922 -1.2033  -0.22
C: -2.5607 5.0874 -1.5351  -0.22
C: -2.9506 4.9783 -3.0128  -0.21
C: -1.7204 4.4814 -3.7761  -0.21
H: -1.2319 3.8540 -0.2940  0.09
H: -2.5223 2.9522 -1.1417  0.12
H: -3.4330 5.2290 -0.8954  0.11
H: -1.8931 5.9425 -1.3914  0.12
H: -3.7664 4.2584 -3.1219  0.12
H: -3.3008 5.9321 -3.4100  0.12
H: -1.9985 3.8525 -4.6220  0.09
H: -1.0985 5.3096 -4.1170  0.11
O: -3.7546 1.9124 -5.4985  -0.33
S: -3.4806 0.5475 -5.1044  0.67
O: -3.9986 -0.0143 -3.8804  -0.32
C: -3.9073 -0.5318 -6.4632  -0.23
C: -2.6337 -0.6082 -7.2971  -0.22
C: -1.4867 -0.7563 -6.2925  -0.21
C: -1.7136 0.2740 -5.1836  -0.24
H: -4.7556 -0.1227 -7.0097  0.11
H: -4.1638 -1.5066 -6.0455  0.11
H: -2.6657 -1.4405 -8.0016  0.11
H: -2.5057 0.3150 -7.8698  0.12
H: -1.5020 -1.7639 -5.8674  0.11
H: -0.5140 -0.6165 -6.7664  0.12
H: -1.3625 -0.0884 -4.2192  0.10
H: -1.2379 1.2250 -5.4176  0.09
O: -6.1521 -0.3033 6.7721  -0.33
S: -5.9556 0.8118 7.6677  0.66
O: -7.0578 1.5637 8.2134  -0.32
C: -4.8995 0.2838 9.0051  -0.23
C: -3.4871 0.5519 8.4980  -0.22
C: -3.5426 1.9226 7.8195  -0.21
C: -4.7820 1.9403 6.9234  -0.22
H: -5.0834 -0.7652 9.2311  0.11
H: -5.1294 0.9017 9.8745  0.11
H: -2.7596 0.5308 9.3102  0.12
H: -3.2003 -0.2100 7.7671  0.11
H: -3.6285 2.7029 8.5812  0.12
H: -2.6378 2.1252 7.2442  0.11
H: -5.2234 2.9342 6.8678  0.10
H: -4.5546 1.5782 5.9204  0.10

Calculated values
SMILES: CCOC1=C(c2ccncc2)C(=O)c2c(cc(CCC(F)=C(F)F)c(CB(O)O)c2OCCNC[C@@H](C)O)C1=O.O=S1(=O)CCCC1.O=S1(=O)CCCC1.O=S1(=O)CCCC1.O=S1(=O)CCCC1.O=S1(=O)CCCC1
Orbital gap in eV: 7.495
F_max in eV Å⁻¹: 4.2

[3]
C8H28B2O30 as an isolated structure. Source: the Open Molecules 2025 dataset; level of theory: the ωB97M-V functional and the def2-TZVPD basis.

Each line ends with the Löwdin charge.
Element x y z (Å)
O: -3.6048 2.4747 0.3070  0.11
C: -2.7268 1.6067 0.2140  -0.41
O: -1.6888 1.8347 0.8340  0.34
B: -0.7788 0.7027 0.7730  -0.75
O: -1.6398 -0.2343 -0.0420  0.27
C: -2.6948 0.3437 -0.3320  -0.40
O: -3.5218 -0.2003 -1.1350  0.10
O: -0.4898 0.1517 2.0650  0.35
C: 0.7472 -0.0013 2.0400  -0.38
O: 1.3582 -0.3713 3.0670  0.09
C: 1.3752 0.5677 0.8710  -0.50
O: 0.5412 1.0087 0.0960  0.32
O: 2.5172 0.3427 0.6160  0.18
O: 4.9532 -3.3183 -0.7260  0.15
C: 4.4772 -2.4793 -1.4740  -0.44
O: 3.4782 -1.7643 -1.1010  0.27
B: 2.8412 -1.2193 -2.2570  -0.98
O: 3.4752 -1.9843 -3.3110  0.33
C: 4.4622 -2.5563 -2.8560  -0.47
O: 5.3952 -3.1373 -3.4810  0.08
O: 3.1162 0.1557 -2.4480  0.31
C: 1.9462 0.6927 -2.5960  -0.45
O: 1.8032 1.8397 -2.9090  0.19
C: 0.9132 -0.2363 -2.4880  -0.39
O: 1.3812 -1.4523 -2.2530  0.27
O: -0.2768 -0.0703 -2.6530  0.16
O: 1.4092 -3.1763 3.8750  -0.01
H: 1.3642 -2.2173 3.8120  0.02
H: 1.9912 -3.3873 3.2260  -0.01
O: 0.4772 -2.4003 0.1730  0.06
H: -0.2698 -2.0693 -0.3570  0.05
H: 0.8852 -2.9293 -0.3720  -0.03
O: -1.6498 -2.3093 -2.1890  -0.13
H: -2.4718 -2.2513 -1.5280  0.06
H: -1.2968 -1.4203 -2.3940  -0.02
O: 3.2632 3.5167 2.6820  -0.12
H: 3.4812 2.8017 3.1710  -0.11
H: 3.3282 2.9987 1.6530  0.14
O: 3.2722 3.0837 -0.2960  0.09
H: 3.0832 2.2787 -0.3960  -0.09
H: 3.9022 3.5117 -0.7880  0.06
O: -5.8038 -0.8903 -3.1570  -0.11
H: -5.2068 -0.8663 -2.3920  -0.02
H: -5.4968 -1.7323 -3.6490  0.08
O: -6.0538 -1.5923 -0.0430  -0.08
H: -5.5598 -1.3423 0.7020  0.00
H: -6.6398 -0.7503 -0.2610  0.13
O: -3.6108 4.3517 2.0450  -0.08
H: -2.7978 4.2267 2.5810  0.04
H: -3.6868 3.6197 1.4430  -0.06
O: -5.4528 3.5217 -1.6260  0.00
H: -4.6248 3.1947 -1.2710  0.01
H: -5.2218 3.4897 -2.4650  -0.06
O: 0.7482 4.2787 -0.6750  -0.11
H: -0.0618 3.7907 -0.9190  0.03
H: 1.5872 3.7407 -0.4510  0.03
O: -1.1058 -3.0953 2.5410  -0.05
H: -0.1968 -3.3093 2.8660  0.01
H: -0.8128 -2.7243 1.7730  -0.08
O: 2.9172 1.4217 4.7060  -0.03
H: 3.5582 0.8417 5.0980  0.03
H: 2.3752 0.6697 4.5350  -0.01
O: 5.5232 0.5027 0.7060  -0.08
H: 4.6342 0.2347 0.9700  0.00
H: 5.4932 0.4787 -0.2980  0.06
O: -3.8408 -3.4903 -0.5150  -0.11
H: -4.5418 -2.8663 -0.4130  -0.05
H: -4.2498 -4.4293 -0.9270  0.16

Calculated values
Energy above the lowest of the compared OMol25 structures with the same formula, charge and spin in kcal per mole: 189.6
Orbital gap in eV: 9.284
Charge: -2
F_max in eV Å⁻¹: 10.8

Number 1: molar mass 178.10 g mol⁻¹. Number 2: molar mass 1163.21 g mol⁻¹. Number 3: molar mass 625.91 g mol⁻¹.